26
Properties=species:S:1:pos:R:3:mulliken_charge:R:1 method="wB97M-V/def2-TZVPD" total_charge=0 energy_ev=-23914.9026 homo_energy_ev="-7.9 / -7.9" largest_force_ha_per_bohr=0.0635
S -2.203 0.274 -0.079 0.27
O -0.457 -1.569 0.595 -0.49
H 3.057 1.739 0.152 0.30
O 0.451 0.192 -0.571 -0.26
H -2.490 -1.966 -0.056 0.31
H -4.086 -0.009 2.176 0.23
C 2.215 -1.450 -0.733 -2.03
C 1.825 -0.058 -0.230 1.79
H 3.109 -1.781 -0.315 0.47
N -3.016 -1.160 -0.602 -0.61
C -1.975 1.605 -0.990 -0.74
H 1.116 0.688 1.764 0.35
H -2.767 2.257 -1.304 0.34
H 2.216 -1.358 -1.783 0.48
H 2.364 1.698 -1.529 0.33
H -3.960 -1.054 -0.129 0.35
C -4.110 0.761 1.313 -0.68
H 2.824 0.156 1.789 0.44
H -3.540 1.619 1.628 0.24
H -1.137 1.450 -1.737 0.18
C 2.728 1.046 -0.752 -1.59
C 1.828 -0.004 1.305 -1.75
H 1.412 -2.021 -0.468 0.62
H 3.584 0.521 -1.090 0.44
H 1.497 -0.992 1.685 0.46
C -0.487 -0.584 -0.039 0.56

***

26
Properties=species:S:1:pos:R:3:lowdin_spin:R:1 method="wB97M-V/def2-TZVPD" total_charge=0 energy_ev=-23918.1064 multiplicity=3 s_squared=2.007 homo_energy_ev="-7.4 / -10.1" largest_force_ha_per_bohr=0.0548
H 0.478 -2.436 -0.135 0.01
C 0.036 -0.748 1.172 0.58
N 0.569 1.556 1.417 0.05
C 0.495 1.509 -1.310 0.61
H 1.863 -0.166 1.984 0.00
C -0.910 1.824 -1.142 0.09
H 0.662 2.372 2.111 0.01
H 0.078 -0.132 -2.697 0.00
C -1.420 -0.567 0.937 0.08
H 1.738 -2.126 1.002 0.00
H -1.250 2.576 -1.797 0.03
H -2.089 -1.039 1.696 0.03
H -1.715 0.468 0.824 0.00
S 1.596 1.795 0.036 0.06
H 1.645 0.618 -2.881 0.02
O 1.804 3.212 0.100 0.04
O 2.720 0.858 0.112 0.02
H 0.509 0.145 2.987 0.03
H -1.590 -1.087 -0.098 0.01
H 0.221 -2.939 1.410 0.03
C 0.930 0.345 -2.162 0.09
H -1.098 1.967 -0.129 0.00
H 1.349 -0.485 -1.566 0.02
C 0.804 0.203 1.980 0.09
H -1.551 1.002 -1.467 0.01
C 0.681 -2.094 0.826 0.08

***

27
Properties=species:S:1:pos:R:3:mulliken_charge:R:1 method="wB97M-V/def2-TZVPD" total_charge=0 energy_ev=-17173.1756 homo_energy_ev=-9.0 largest_force_ha_per_bohr=0.1340
H 0.645 -2.554 0.381 0.54
C 0.684 1.159 0.043 -0.24
H -2.426 -1.137 -1.021 0.12
C -1.234 -1.165 -1.654 -1.48
O -1.334 3.086 -0.039 -0.60
H -1.739 1.182 1.225 0.42
C -0.262 2.086 -0.800 -0.13
H 0.679 -2.071 -1.348 0.45
H 0.595 2.633 -1.639 0.22
O 2.398 -1.014 1.135 -0.64
H 0.784 -1.229 2.402 0.40
C -0.012 -1.205 -0.908 0.34
H 1.453 0.356 -1.703 0.35
H -0.847 1.306 -1.389 0.16
H -1.468 -1.022 1.444 0.45
H 1.695 1.823 0.075 0.27
C 1.014 -0.763 1.396 -0.27
H -0.580 3.462 1.098 0.35
H 2.493 -1.088 0.089 0.41
H -0.898 -0.338 -2.505 0.28
O -1.102 0.346 1.397 -0.45
C 0.102 -1.643 0.592 -0.31
O -1.165 -1.930 1.171 -0.73
N 0.907 -0.064 -0.847 -0.39
H -1.260 -2.251 -2.134 0.44
H 0.607 1.380 2.216 0.23
C 0.271 0.654 1.322 -0.17

***

28
Properties=species:S:1:pos:R:3:mulliken_charge:R:1 method="wB97M-V/def2-TZVPD" total_charge=0 energy_ev=-28013.8008 homo_energy_ev=-9.0 largest_force_ha_per_bohr=0.0900
H -0.539 -2.207 -2.537 0.22
H -1.657 -1.895 0.269 0.51
N -0.458 0.028 1.481 -0.11
H 0.157 -1.874 2.070 0.36
H 0.043 2.187 1.067 0.29
H 1.398 -0.614 2.354 0.50
C -0.837 -1.606 -0.341 -0.91
H 2.950 0.571 0.815 0.35
H -0.946 1.954 2.509 0.28
H -0.039 1.379 -2.577 0.38
H -0.070 -0.778 3.269 0.51
C -0.198 1.441 1.860 -0.81
H 0.100 -2.380 -0.285 0.32
H -0.464 2.846 -2.059 0.55
O 2.251 0.906 0.178 -0.58
C 0.403 -0.854 2.330 -1.42
H 0.872 2.126 -1.251 0.31
H -2.204 -2.210 -2.010 0.43
O -2.279 1.249 -0.887 -0.46
C -1.325 -1.648 -1.860 -1.14
S 1.496 -0.453 -0.432 1.18
O 2.112 -1.552 0.216 -0.62
C -1.108 1.246 -0.892 0.52
H -1.624 -0.654 -2.180 0.28
C -0.348 -0.229 0.116 0.73
O 1.681 -0.359 -1.822 -0.66
H 0.720 1.415 2.361 0.37
C -0.088 1.965 -1.764 -1.39

***

24
Properties=species:S:1:pos:R:3:mulliken_charge:R:1 method="wB97M-V/def2-TZVPD" total_charge=0 energy_ev=-16866.8387 homo_energy_ev=-7.9 largest_force_ha_per_bohr=0.0308
H 0.516 0.165 -2.475 0.27
H -2.333 -0.053 1.127 0.37
H 1.769 -1.756 -0.786 0.34
H -0.773 -2.601 0.445 0.31
C -1.431 -0.665 1.182 -0.39
N -0.966 3.077 2.244 -0.26
H 2.599 -0.237 -1.119 0.32
C -0.164 1.523 -0.915 -0.45
C -1.330 4.044 2.791 -0.56
H -1.032 2.160 -0.740 0.43
H 3.364 -1.461 -0.110 0.36
H -2.491 -2.518 0.833 0.37
C -0.340 0.797 -2.252 -1.10
Si 0.052 0.366 0.579 0.12
C -1.656 -1.965 0.405 -1.09
C 1.783 -0.372 0.890 -0.44
C 2.415 -0.993 -0.360 -1.18
H 0.695 2.192 -0.980 0.41
H -1.292 -0.907 2.238 0.39
H -0.446 1.518 -3.057 0.38
H -1.230 0.172 -2.240 0.31
H 2.451 0.406 1.268 0.44
H 1.725 -1.130 1.673 0.39
H -1.886 -1.763 -0.640 0.28

***

23
Properties=species:S:1:pos:R:3:mulliken_charge:R:1 method="wB97M-V/def2-TZVPD" total_charge=0 energy_ev=-7514.9902 homo_energy_ev=-7.9 largest_force_ha_per_bohr=0.0138
H -0.268 3.182 -0.339 0.36
H -0.757 1.663 1.639 0.33
H -1.722 -0.381 -1.405 0.34
H 0.417 -0.829 3.353 0.32
H 2.588 -0.491 -0.856 0.37
C -0.837 -1.016 -1.300 -1.39
C 0.433 -0.210 -0.980 0.95
C 0.475 0.740 0.165 -0.84
C 0.665 -1.215 2.361 -0.98
H 1.440 -1.981 2.438 0.30
H 1.794 -1.540 -2.061 0.43
H -1.992 3.058 0.069 0.38
H -1.703 0.607 0.564 0.32
H 1.069 -0.371 1.750 0.31
C 1.693 -1.084 -1.070 -1.51
H 1.643 -1.896 -0.335 0.31
H -1.348 2.183 -1.332 0.29
H -0.717 -1.573 -2.236 0.40
H 0.549 0.576 -1.763 0.24
C -0.841 1.291 0.610 -0.11
C -1.127 2.503 -0.308 -1.26
H -0.233 -1.643 1.903 0.20
H -1.040 -1.747 -0.509 0.24

***

23
Properties=species:S:1:pos:R:3:mulliken_charge:R:1 method="wB97M-V/def2-TZVPD" total_charge=0 energy_ev=-7516.1020 homo_energy_ev=-10.5 largest_force_ha_per_bohr=0.1114 smiles="CC(C)(C)C.C=C"
H 0.169 -0.285 1.869 0.29
C 2.568 0.233 -0.546 -1.75
H 3.295 0.992 -0.294 0.38
H -0.710 1.085 0.187 0.18
H -4.133 1.109 -0.093 0.26
H 2.460 0.388 -1.667 0.34
H -2.193 -1.156 0.235 0.12
H 1.855 0.438 2.055 0.39
C 0.625 -1.122 -0.789 -1.15
H 3.177 -0.682 -0.391 0.37
C 0.351 1.300 -0.079 -1.58
C 1.303 -0.337 1.500 -1.50
H -0.497 -1.212 -0.520 0.05
H -4.321 -0.711 0.517 0.27
H 0.874 -0.932 -1.871 0.35
H 1.619 -1.401 1.775 0.33
H -1.771 0.556 -0.564 0.32
C -3.780 0.078 0.008 -0.57
H 0.293 1.632 -1.139 0.37
C -2.556 -0.173 -0.156 -0.28
H 0.632 2.157 0.525 0.42
C 1.197 0.046 0.030 2.04
H 1.006 -2.128 -0.432 0.35

***

36
Properties=species:S:1:pos:R:3:mulliken_charge:R:1 method="wB97M-V/def2-TZVPD" total_charge=-1 energy_ev=-57605.2908 homo_energy_ev=-2.4 largest_force_ha_per_bohr=0.0619
C 0.287 2.574 -1.963 -0.70
H 2.836 -5.532 2.923 0.20
H -1.408 2.701 2.223 0.15
H -2.136 2.827 3.880 0.37
H 3.233 -4.836 4.446 0.22
C 0.318 1.867 -3.386 0.17
H 0.318 -0.392 -4.959 0.26
H -1.283 -0.535 -5.106 0.27
O 3.796 -3.673 2.798 -0.79
S 1.741 -1.283 3.188 -0.34
H 1.304 3.075 -1.831 0.25
O 1.669 1.503 -3.750 -0.58
H 2.072 0.965 -3.043 0.35
C -2.884 0.384 1.457 -0.07
I -4.559 -0.844 0.809 0.00
H -0.475 3.408 -1.873 0.21
P 1.749 -1.733 1.283 -0.16
H 1.322 -3.097 1.167 0.06
C -0.705 0.675 -3.560 -0.41
O 1.122 0.664 -0.296 -0.35
H 1.911 -4.214 3.536 0.08
H -0.511 -0.218 -2.893 0.27
O -1.139 1.646 0.012 -0.66
B -1.533 0.383 0.545 0.45
H -0.979 1.418 3.456 0.25
H 0.013 2.660 -4.144 0.34
N -0.545 0.176 -4.983 -0.73
H -1.783 1.042 -3.506 0.27
C 2.974 -4.533 3.404 -0.64
I -4.881 1.131 3.750 0.00
O -0.814 -0.824 0.263 -0.16
C -1.812 2.086 3.092 -0.76
B 0.102 1.570 -0.715 0.62
C -3.022 1.155 2.615 -0.08
B 0.595 -0.513 0.321 0.53
H 3.105 -1.684 0.839 0.10